Entry 1:
Computed, not measured: a molecular structure, C30H43N11O3SSn, with the ωB97M-V functional and the def2-TZVPD basis.

For the HOMO energy (alpha / beta), the calculation gives -17.925 / -17.927 eV. As for the spin multiplicity: 1. The net charge is +4. As for the total energy: -70970.451 eV.

The geometry in XYZ format:
```
89
C30H43N11O3SSn | the Open Molecules 2025 dataset | the ωB97M-V functional and the def2-TZVPD basis
Sn -0.194 0.421 0.980
S 1.009 4.151 1.167
O -4.399 -4.805 3.243
O 1.809 -1.185 1.513
O -3.171 -0.946 7.373
N -2.645 1.875 -0.841
N -1.581 -0.663 -6.747
N 0.434 -0.506 -5.970
N -1.445 -1.391 1.371
N 2.065 6.549 0.493
N -0.879 -0.061 -5.884
N 0.403 -0.162 -1.612
N 1.158 -0.273 -3.675
N -2.421 1.471 0.524
N 3.398 5.321 1.708
N -1.332 0.598 3.106
C 0.057 -3.186 -8.991
C 1.343 -3.091 -8.475
C 1.013 -1.395 -1.814
C -2.268 0.461 5.719
C -2.233 -3.509 0.594
C 1.397 -1.753 3.846
C 2.225 5.403 1.118
C 0.001 1.865 -3.035
C 1.403 0.090 -5.049
C -1.539 -2.338 0.415
C 3.399 0.284 0.435
C 3.109 -1.127 0.896
C -2.773 -2.756 2.795
C 0.497 0.492 -2.753
C -1.180 1.630 3.946
C 1.656 -2.280 2.455
C 1.480 -1.480 -3.079
C 3.228 7.446 0.694
C -1.634 1.608 5.246
C -2.875 -3.733 1.812
C -1.937 -0.510 3.556
C 0.546 -1.429 -6.925
C -3.663 -4.984 2.063
C -2.806 0.386 7.117
C -1.024 -2.366 -8.496
C 4.166 6.582 1.568
C -2.410 -0.616 4.850
C 1.626 -2.231 -7.421
C -0.748 -1.525 -7.448
C -2.055 -1.599 2.557
H -3.663 1.069 7.183
H 1.224 6.824 0.009
H 0.832 2.557 -3.195
H 2.918 8.365 1.184
H -2.000 -2.379 -8.967
H -2.874 -1.518 5.221
H 0.841 -2.915 2.101
H 3.667 7.695 -0.269
H 2.132 -3.707 -8.883
H -2.051 0.760 7.816
H 3.855 -1.441 1.627
H 1.075 -2.132 -1.030
H -3.281 -2.919 3.734
H 1.315 1.168 -5.144
H 2.401 -0.212 -5.357
H 5.127 6.391 1.098
H -1.488 2.468 5.887
H 2.624 0.649 -0.242
H 2.565 -2.880 2.443
H -0.144 -3.883 -9.795
H -0.676 2.507 3.552
H 4.337 7.016 2.551
H -2.359 2.317 1.082
H 2.252 -1.181 4.209
H 3.668 4.572 2.325
H -3.325 2.627 -0.875
H -3.525 -1.027 8.264
H 4.351 0.303 -0.095
H -2.952 -5.817 2.144
H -0.633 1.882 -3.922
H 3.472 0.956 1.293
H -4.970 -5.564 3.398
H -4.296 -5.189 1.194
H 1.230 -2.584 4.532
H 2.616 -2.204 -6.984
H -3.025 1.086 -1.350
H 3.148 -1.826 0.057
H -2.283 -4.234 -0.208
H -0.594 2.207 -2.192
H -1.052 -2.123 -0.528
H 2.023 -2.257 -3.591
H -3.211 0.950 0.906
H 0.518 -1.109 3.871
```

Atomic partial charges in e from the Mulliken method, atoms 1 to 6: number 1, Sn, carries 1.2267; number 2, S, carries -0.0672; number 3, O, carries -0.4913; number 4, O, carries -0.1691; number 5, O, carries -0.4935; number 6, N, carries -0.6510


Entry 2:
Computed, not measured: a molecular structure, C30H43N11OPb, with the ωB97M-V functional and the def2-TZVPD basis.

For the HOMO energy, the calculation gives -0.914 eV. As for the spin multiplicity: 1. The net charge is -2. As for the total energy: -55494.584 eV.

The geometry in XYZ format:
```
86
C30H43N11OPb | the Open Molecules 2025 dataset | the ωB97M-V functional and the def2-TZVPD basis
Pb -0.599 0.545 -0.450
O 2.553 2.479 -1.298
N -1.380 2.901 -0.023
N -2.603 4.736 -0.098
N 0.013 -0.060 1.696
N 0.505 -1.528 -0.662
N -1.699 4.826 0.877
N -4.131 0.348 -3.432
N -4.205 1.657 -3.192
N -3.077 3.132 -1.754
N -3.246 -0.199 -2.683
N -0.986 3.762 0.928
N -2.678 0.728 -1.900
C -1.267 1.075 4.989
C 0.906 1.467 3.336
C 2.068 1.762 2.421
C -1.225 0.404 3.773
C -2.388 -0.518 3.471
C 3.405 1.349 3.036
C -3.151 -0.132 2.205
C -1.524 -3.586 -0.962
C -3.296 1.868 -2.237
C 1.885 3.229 -2.281
C 2.074 3.247 2.050
C 2.281 -0.139 -3.853
C -0.116 0.585 2.923
C 0.584 -2.404 -1.726
C 0.892 -1.979 0.574
C 0.694 -1.258 1.698
C 1.710 -3.142 -3.738
C -0.339 -3.460 -1.892
C 0.836 2.099 4.566
C -0.245 1.905 5.404
C -2.386 3.535 -0.641
C 0.845 -4.213 -3.857
C -2.826 -3.340 -1.730
C 2.509 -1.038 -2.637
C 3.982 -1.432 -2.523
C 1.237 4.501 -1.743
C -0.191 -4.343 -2.948
C -1.551 -4.949 -0.265
C 1.587 -2.230 -2.705
C -1.942 -1.981 3.419
H 1.889 2.145 -0.675
H -0.645 -5.091 0.321
H 2.836 3.453 1.297
H -4.115 -0.641 2.177
H 2.241 -0.471 -1.740
H -1.621 -5.760 -0.989
H 4.132 -2.060 -1.648
H 3.416 0.277 3.220
H 4.592 -0.536 -2.417
H 2.565 -0.649 -4.774
H 1.395 -2.945 0.641
H -2.927 -4.043 -2.557
H -1.435 -2.811 -0.194
H 0.443 4.250 -1.048
H -2.848 -2.327 -2.131
H 0.806 5.069 -2.565
H -3.757 3.803 -2.079
H -2.804 -2.632 3.276
H 1.062 -1.638 2.650
H -2.123 0.928 5.639
H 0.966 -4.930 -4.661
H -1.246 -2.138 2.599
H 1.117 2.614 -2.770
H 4.209 1.597 2.345
H 2.283 3.862 2.925
H -3.320 0.942 2.173
H 4.322 -1.978 -3.403
H -1.447 -2.254 4.353
H -2.412 -5.010 0.400
H 3.588 1.863 3.980
H -2.587 -0.406 1.315
H -0.897 -5.155 -3.076
H 1.928 1.175 1.509
H 1.964 5.117 -1.216
H -0.293 2.403 6.367
H 2.507 -3.021 -4.462
H -3.088 -0.419 4.316
H 1.094 3.529 1.664
H 2.649 3.486 -3.023
H -3.682 -3.466 -1.068
H 1.228 0.123 -3.920
H 1.632 2.766 4.874
H 2.868 0.773 -3.761
```

Atomic partial charges in e from the Mulliken method, atoms 1 to 6: number 1, Pb, carries 1.4720; number 2, O, carries -0.4793; number 3, N, carries 0.3810; number 4, N, carries -0.4619; number 5, N, carries 0.8249; number 6, N, carries 0.3328


- What is the formula in the second record?
  C30H43N11OPb


- Which value of net charge does entry 2 give?
  -2


- The lowest net charge belongs to which entry?
  C30H43N11OPb


- Which value of spin multiplicity does entry 2 give?
  1